Record 1
This record from the Open Molecules 2025 dataset describes 2 unconnected molecules or ions with the total composition C3H7N in a non-equilibrium geometry. The level of theory is ωB97M-V/def2-TZVPD.

Last column: Mulliken charge in e.
Cartesian coordinates (Å):
H1 1.5716 -1.3935 0.7991  0.395
H2 -0.4673 -0.7780 0.1680  0.121
H3 2.5606 1.5340 -0.4441  0.396
H4 -2.9797 0.7438 -0.1143  0.249
N1 -1.3169 -0.6754 -0.3710  -0.564
H5 -1.0331 -0.4841 -1.3085  0.273
C1 1.8975 -0.5179 0.2780  -0.542
H6 -1.3249 1.4000 -0.0109  0.218
H7 -1.9709 0.2423 1.3715  0.239
C2 -1.9775 0.5155 0.2646  -0.564
C3 2.2237 0.5796 -0.1866  -0.222

SMILES: C#C.CN
total energy: -4711.6220 eV
LUMO level: 1.087 eV
ΔE to the lowest compared entry with this formula, charge and spin: 2.5351 eV

=====

Record 2
This record from the Open Molecules 2025 dataset describes a single C8H12NOPS2 molecule in a non-equilibrium geometry. The level of theory is ωB97M-V/def2-TZVPD.

Last column: Mulliken charge in e.
Cartesian coordinates (Å):
H1 -0.0863 -2.5818 0.4297  0.207
H2 0.5174 1.3724 -1.3748  0.270
C1 -3.0074 0.4978 -1.7748  -0.971
H3 -2.8616 0.8080 -2.7572  0.402
C2 1.0757 0.9940 0.6114  -0.087
N1 -2.0529 1.1860 -0.9402  -0.202
O1 -0.9933 -0.6702 0.2499  -0.141
H4 3.8305 -1.3699 -0.6151  0.350
C3 2.2986 0.0730 -1.2126  -0.871
H5 -1.3592 -1.8268 1.7843  0.372
H6 -2.7414 -0.6624 -1.8006  0.221
P1 -1.8065 0.6455 0.6203  0.435
S1 -3.3072 0.2197 1.7507  -0.398
H7 -4.0351 0.5855 -1.4683  0.319
H8 -2.0316 2.1893 -1.1999  0.326
C4 1.2937 0.8704 -0.7388  0.307
H9 3.3031 -1.3129 1.7671  0.347
H10 0.4947 -1.4569 1.5131  0.148
C5 3.0647 -0.6597 -0.2572  -0.194
H11 1.6741 0.5162 2.6163  0.321
C6 2.8270 -0.5419 1.1215  -0.309
H12 2.7778 0.3010 -2.1486  0.374
S2 -0.2314 2.1310 1.1855  -0.227
C7 -0.5242 -1.6985 1.0936  -0.591
C8 1.8808 0.3913 1.5449  -0.409

SMILES: CN[P@@](=S)(OC)Sc1ccccc1
total energy: -42987.6535 eV
LUMO level: 0.488 eV
ΔE to the lowest compared entry with this formula, charge and spin: 0.0000 eV

=====

Record 3
This record from the Open Molecules 2025 dataset describes a single C3H2O molecule in a non-equilibrium geometry. The level of theory is ωB97M-V/def2-TZVPD.

Last column: Mulliken charge in e.
Cartesian coordinates (Å):
H1 2.4727 0.1225 0.0952  0.361
C1 1.4763 -0.1805 0.1881  -0.065
H2 -1.2829 -0.8276 0.5095  0.170
C2 -1.0664 0.1217 -0.1283  -0.032
C3 0.3010 -0.0056 0.0193  -0.013
O1 -1.9006 0.7696 -0.6839  -0.421

SMILES: C#CC=O
total energy: -5187.2837 eV
LUMO level: -0.284 eV
ΔE to the lowest compared entry with this formula, charge and spin: 0.9075 eV

=====

Record 4
This record from the Open Molecules 2025 dataset describes a molecular structure, C25H20BrMoN6O2S3Se. The level of theory is ωB97M-V/def2-TZVPD.

Last column: Mulliken charge in e.
Cartesian coordinates (Å):
O1 -4.8727 -3.9510 -2.0749  -0.238
H1 3.7211 0.4129 -3.4115  0.286
H2 0.8319 -2.7207 -2.2743  0.505
C1 -3.3091 1.2554 -0.7800  -0.653
C2 -2.1413 1.1276 -0.0936  -0.164
H3 -0.9448 -4.3635 -1.5700  0.441
C3 -0.5290 1.7791 -1.6613  -0.565
C4 0.5936 -2.1528 -1.3855  -0.758
C5 -5.4822 -5.2287 -2.1642  -0.753
C6 1.0070 2.8500 -3.2164  -0.558
H4 -5.4444 1.4663 -0.6540  0.388
C7 -3.3672 1.3056 2.0179  1.090
C8 -1.1456 -3.7792 -0.6829  -1.000
H5 -1.3319 2.2044 -2.2639  0.309
N1 1.2500 -1.0871 -1.0918  0.858
H6 -5.2588 -5.5810 -3.1701  0.245
C9 2.2085 3.4340 -3.5024  -0.243
Se1 1.8770 -0.9155 2.4027  -0.478
C10 -2.3445 -3.3456 1.3291  -0.920
H7 3.8473 2.7873 -0.6064  0.419
S1 0.4069 -0.6470 -3.9971  -0.426
O2 1.7393 1.5952 0.1472  -0.783
H8 2.7251 0.4340 -4.8091  0.250
H9 -2.0360 1.1469 5.1381  0.388
N2 -0.9711 0.8960 1.9758  0.027
S2 -4.2412 -1.7291 -0.9970  -0.123
C11 3.0587 2.8133 -1.3464  -0.724
H10 0.0026 0.7357 3.7573  0.396
C12 -0.4503 -2.5961 -0.4802  1.167
N3 2.2283 -0.6231 -1.9242  -1.573
H11 -6.5598 -5.1628 -2.0104  0.324
H12 4.1852 3.9038 -2.7919  0.400
Mo1 0.6079 -0.0304 0.6428  -0.078
N4 -0.6849 -1.8020 0.5846  0.569
H13 -3.1239 -3.5845 2.0367  0.421
C13 -5.0013 -3.2290 -0.9298  -0.241
H14 0.2047 2.8495 -3.9431  0.447
C14 -4.5269 1.4150 -0.0847  -0.590
H15 -1.7773 -1.5247 2.3080  0.377
H16 -2.6945 -5.0558 0.0945  0.377
H17 -5.0779 -5.9157 -1.4193  0.289
S3 -5.7856 -3.9035 0.4015  -0.388
H18 -5.4998 1.5762 1.8043  0.390
C15 1.8460 2.1582 -1.0222  1.175
C16 -4.5622 1.4633 1.2755  -0.877
C17 -2.1566 1.1138 1.3262  0.668
C18 -2.1022 -4.1622 0.2365  -0.186
H19 -3.3170 1.1657 -1.8587  0.403
C19 3.2421 3.4272 -2.5578  -0.396
C20 1.9146 -0.4642 -3.2002  0.130
H20 -4.2284 1.4492 3.9904  0.438
C21 -0.9580 0.9239 3.2928  -0.233
C22 0.8043 2.2093 -1.9818  0.181
Br1 2.4966 4.2501 -5.1943  -0.221
N5 2.9812 -0.0174 -3.9470  -0.404
C23 -2.1139 1.1434 4.0601  -0.873
C24 -1.6178 -2.1818 1.4641  -0.055
C25 -3.3131 1.3123 3.4272  -0.636
N6 -0.8361 1.0741 -0.6287  0.779

charge: -1
⟨S²⟩: 2.2995
2S+1: 3
total energy: -209039.0433 eV
LUMO level (spin up / spin down): 1.254 / 1.235 eV
ΔE to the lowest compared entry with this formula, charge and spin: 0.5450 eV

=====

Record 5
This record from the Open Molecules 2025 dataset describes 13 unconnected molecules or ions with the total composition C33H71F3N2O31 in a non-equilibrium geometry. The level of theory is ωB97M-V/def2-TZVPD.

Last column: Mulliken charge in e.
Cartesian coordinates (Å):
H1 -0.1056 -0.8253 -0.4998  0.433
C1 -1.4752 -4.4152 -0.7610  -0.299
H2 2.9385 -2.7888 5.0907  0.201
C2 -5.6638 1.2001 3.7861  0.766
H3 -7.1829 0.5757 6.0254  0.298
H4 7.6937 0.4050 -1.9607  0.282
H5 -0.4666 -4.2030 -0.4063  -0.068
C3 6.0672 -1.0649 -2.3862  -0.079
H6 -3.4841 2.1000 2.9045  0.284
H7 6.6248 -2.5760 0.5372  -0.050
H8 2.5350 -2.2077 1.8605  -0.130
H9 7.1051 -4.9975 0.8862  0.187
C4 6.7329 -5.9182 1.3356  -0.585
O1 -1.6515 -1.7434 -0.2275  -0.487
H10 4.3611 -2.1771 5.8634  0.338
C5 0.4486 4.1417 -2.4774  0.216
H11 -7.0503 5.9384 0.8322  0.297
H12 -0.0668 -1.6949 -5.0361  0.472
H13 -1.4181 6.1117 1.0728  0.480
O2 -4.6716 3.8090 -3.0912  -0.631
F1 4.2837 1.5699 -3.6210  -0.358
H14 -0.1052 3.8236 -1.5940  -0.308
H15 -2.6430 -1.0016 4.1692  0.302
C6 0.9313 -3.8992 -3.8281  0.386
H16 -2.6900 1.7810 -0.5784  -0.575
H17 -7.7805 5.2972 -1.4835  0.267
H18 3.5748 0.3926 2.5793  0.466
O3 -6.1099 4.1660 -1.3692  -0.233
H19 -0.4949 3.7218 3.0332  0.375
H20 0.2314 0.6772 0.0718  -0.330
O4 -0.5097 1.4780 -3.0364  -0.793
H21 0.4276 -5.9494 -5.6376  0.284
C7 6.1066 -1.8765 1.1932  -0.316
H22 2.6707 -4.1160 -1.1838  0.216
C8 3.4086 1.0379 -2.7510  0.809
H23 -6.4652 7.3570 1.8398  0.322
O5 -4.2307 5.9413 2.0255  -0.647
H24 -6.9528 -0.8164 4.9462  0.287
H25 0.6241 -4.7610 -6.9711  0.258
F2 3.1503 2.0527 -1.9454  -0.341
H26 -4.2731 1.7076 1.4551  -0.442
C9 -4.9740 3.5620 -1.9302  0.584
H27 -1.4521 5.2468 -0.3426  0.056
H28 5.8784 -2.1111 -2.1453  0.141
O6 -6.9820 1.0255 4.0272  -0.344
H29 3.4901 -1.0926 -2.7069  -0.008
F3 2.2610 0.8793 -3.4658  -0.163
C10 -0.6936 2.4244 -3.7991  0.433
H30 -1.7034 -1.1329 5.6800  0.377
O7 3.4636 -5.3059 0.4377  -0.313
H31 6.6688 -0.9598 1.3710  0.413
H32 1.4044 -3.4566 2.4289  0.558
O8 -2.5616 -3.7896 -0.0014  -0.446
H33 0.8467 2.8855 3.6653  0.368
O9 1.0413 2.0194 1.2198  -0.938
H34 8.1841 -1.0945 -2.6492  0.434
H35 -3.1291 1.8664 -2.3677  0.372
C11 0.9986 -5.0962 -6.0040  -0.721
H36 -4.1286 3.3866 1.7963  -0.815
C12 3.7232 -0.2591 -2.0444  -0.447
O10 1.0292 -4.8638 -3.0718  -0.548
H37 5.9141 -0.8911 -3.4513  0.462
O11 -0.2002 3.6964 -3.6394  -0.374
H38 1.5694 -1.2703 -4.5196  0.414
H39 7.8083 -1.1824 -1.0568  0.186
H40 7.3184 -6.7382 0.9197  0.317
O12 5.3523 -6.0013 1.1021  -0.358
C13 -3.0153 2.3926 -1.4199  -0.269
O13 -3.3219 6.0401 -0.0047  -0.351
H41 2.7370 -5.8355 -1.3946  0.565
C14 -2.0678 1.3306 -5.4525  -0.056
H42 1.5484 -5.3043 -0.3332  0.301
H43 -2.1934 4.5282 1.0891  0.012
O14 -0.6350 -0.5288 4.0120  -0.096
H44 -8.5181 0.0810 5.0307  0.227
O15 -4.7030 0.7084 4.4198  -0.574
H45 -3.0463 1.1496 -5.0077  0.281
H46 -1.6539 -5.4786 -0.6014  0.315
H47 -1.4003 0.5307 -5.1319  -0.321
H48 1.3187 -0.1407 -0.8952  -0.333
H49 -2.3675 3.2441 -1.6286  0.486
H50 -0.1052 0.5903 -1.4420  0.075
C15 4.0021 -2.9853 5.2261  -0.672
O16 -3.6980 -2.0739 0.8285  -0.460
H51 -3.0409 -0.4103 1.8351  0.127
O17 0.8498 -3.9013 -5.1890  -0.328
H52 4.1725 1.7610 1.9880  0.477
H53 3.8649 0.4600 0.9858  -0.025
O18 4.3313 -1.1583 3.2185  -0.752
C16 -2.0864 5.4516 0.5199  -0.273
H54 6.9308 -5.8448 2.4049  0.256
N1 0.3442 0.0532 -0.7143  2.976
C17 -4.3126 2.4248 2.2750  1.145
C18 -6.6194 6.9395 0.8448  -0.726
H55 0.6166 5.2185 -2.4555  0.346
O19 5.7989 -2.6128 2.3118  -0.274
O20 4.7317 -3.1586 4.0530  -0.325
C19 -0.0741 2.1206 1.8172  0.646
H56 -2.0364 1.2945 -6.5414  0.312
C20 -2.5464 -2.5055 0.2012  0.405
H57 4.1954 -3.8278 5.8901  0.276
H58 -4.7853 -0.4380 1.1778  0.301
H59 2.0528 -5.3711 -6.0380  0.299
C21 -0.1336 2.7109 3.2219  -1.302
H60 -6.4920 5.9979 -2.4070  0.294
H61 1.0263 -2.5505 1.0442  -0.015
H62 -7.3181 4.5843 -3.0213  0.369
H63 -7.1571 7.6988 0.2769  0.210
C22 -6.9276 5.0430 -2.1129  -0.799
N2 3.5415 1.0018 1.7744  0.200
O21 -5.4038 6.7068 0.1480  -0.326
O22 -0.5571 -2.8077 3.7122  -0.630
C23 -4.3024 6.1620 0.8029  0.972
O23 3.0940 -0.5780 -0.8472  -0.685
O24 -1.0500 1.4909 1.3341  -0.780
C24 4.8568 -2.2038 3.2233  0.720
H64 5.2099 -1.5864 0.6456  0.164
C25 7.4676 -0.6612 -1.9515  -1.233
C26 -7.4310 0.1576 5.0498  -0.634
H65 -3.4317 -0.0672 0.1730  0.118
H66 2.6555 1.4446 1.5768  0.240
C27 -3.7302 -0.6691 1.0314  -0.208
C28 1.4847 -2.4463 2.0277  -0.505
O25 5.3884 -4.9027 -0.8594  -0.627
O26 0.6517 -2.6853 -3.3141  0.190
O27 -4.2565 2.9628 -1.0273  -0.061
O28 -5.5424 2.1631 2.8769  -0.270
H67 -0.8103 2.1700 3.8834  0.057
C29 4.7880 -5.3543 0.1317  0.857
O29 0.8819 -1.3468 2.6908  0.295
H68 -2.0939 0.4842 4.9336  0.191
H69 1.4280 3.7471 -2.2069  0.024
H70 0.1386 -0.6164 -3.7973  -0.722
C30 2.5625 -5.0597 -0.6492  -0.840
H71 -1.5164 -4.2073 -1.8302  0.319
O30 5.1006 -0.2583 -1.7227  -0.292
C31 -1.8406 -0.5619 4.7617  -0.713
O31 -1.5276 2.5166 -4.9022  -0.335
C32 -0.1480 -1.6792 3.5019  0.498
C33 0.5747 -1.5441 -4.1678  0.076

total energy: -109975.1660 eV
LUMO level: 0.434 eV
ΔE to the lowest compared entry with this formula, charge and spin: 1.9301 eV